{
  "formula": "C28H34N7O4S2Tc",
  "method": "ωB97M-V with the def2-TZVPD basis set",
  "elements": ["Tc", "C", "C", "C", "C", "C", "C", "C", "N", "N", "C", "C", "C", "C", "C", "C", "N", "C", "C", "C", "C", "C", "C", "N", "H", "H", "H", "H", "H", "H", "H", "H", "H", "H", "H", "H", "H", "H", "H", "H", "H", "H", "H", "H", "O", "C", "N", "C", "O", "C", "C", "C", "C", "N", "C", "H", "H", "H", "H", "H", "H", "H", "H", "O", "S", "N", "C", "S", "C", "O", "H", "H", "H", "H", "H", "H"],
  "coordinates": [[0.1461, -0.4223, 0.9245], [-2.7862, 0.4694, 1.3156], [-2.4553, 0.7247, 2.7701], [-1.1489, 1.4104, 3.1121], [-1.1989, 2.3901, 4.0942], [-0.0547, 3.0348, 4.5047], [1.1456, 2.7010, 3.9077], [1.1468, 1.7284, 2.9245], [0.0359, 1.0702, 2.5289], [-2.0015, -0.6699, 0.6747], [-2.4640, -1.9858, 1.2355], [-1.6692, -2.3458, 2.4532], [-2.1199, -3.2571, 3.4040], [-1.3947, -3.4222, 4.5604], [-0.2728, -2.6321, 4.7467], [0.1075, -1.7731, 3.7417], [-0.5491, -1.6636, 2.5796], [-2.2073, -0.7520, -0.8280], [-1.2489, -1.7715, -1.3728], [-1.4979, -2.5243, -2.5144], [-0.5660, -3.4510, -2.9199], [0.5496, -3.6177, -2.1644], [0.7292, -2.8163, -1.0287], [-0.1532, -1.9000, -0.6552], [-2.5882, 1.3633, 0.7364], [-3.8511, 0.2360, 1.2320], [-2.5389, -0.1883, 3.3601], [-3.2514, 1.3625, 3.1467], [-2.1527, 2.6398, 4.5445], [-0.1003, 3.7904, 5.2798], [2.0755, 3.1760, 4.1926], [2.0583, 1.4427, 2.4545], [-2.3699, -2.7582, 0.4815], [-3.5214, -1.9014, 1.4801], [-3.0431, -3.8015, 3.2378], [-1.7129, -4.1249, 5.3206], [0.3036, -2.6771, 5.6633], [0.9641, -1.1278, 3.8751], [-2.0302, 0.2230, -1.2641], [-3.2322, -1.0332, -1.0535], [-2.4136, -2.3776, -3.0775], [-0.7274, -4.0416, -3.8102], [1.2998, -4.3528, -2.4263], [1.6004, -2.8987, -0.4159], [0.8549, 1.7016, -6.6085], [1.6823, 0.5508, -6.5709], [2.2966, 0.5225, -5.2606], [1.6405, 0.0066, -4.1930], [0.6008, -0.6224, -4.2485], [2.2456, 0.2527, -2.8187], [3.5272, 0.6865, -2.5166], [3.8746, 0.8524, -1.1720], [2.9444, 0.5679, -0.2028], [1.7023, 0.1223, -0.5041], [1.3828, -0.0191, -1.7671], [0.5211, 1.8257, -7.5028], [2.4754, 0.5971, -7.3130], [1.1138, -0.3652, -6.6912], [3.0626, 1.1501, -5.1116], [4.2625, 0.8830, -3.2872], [4.8616, 1.1933, -0.8828], [3.1910, 0.7015, 0.8325], [0.3952, -0.3832, -2.0187], [3.7121, -0.7059, 2.8085], [3.0328, -1.7500, 2.2073], [1.7391, -1.2339, 1.5179], [-1.9504, 3.2983, -1.0487], [-0.5449, 2.2326, -1.2468], [0.7434, 3.4401, -1.0969], [-0.5115, 1.4685, 0.0904], [-1.8868, 3.8063, -0.0855], [-2.8599, 2.7010, -1.1319], [-1.9256, 4.0192, -1.8727], [0.6562, 4.1068, -1.9646], [1.7008, 2.9271, -1.1279], [0.6187, 3.9910, -0.1638]],
  "charge": 3,
  "molar_mass_g_mol": 694.76,
  "e_above_lowest_kcal_mol": 12.6,
  "spin_multiplicity": 2
}